Entry 1:
Here is a cluster of 2 separate species, C19H30B2Br2ClF5N2O9 in total at a distorted geometry from the Open Molecules 2025 dataset. Energies are from ωB97M-V with the def2-TZVPD basis set.

Structure (XYZ):
```
70
C19H30B2Br2ClF5N2O9 ωB97M-V with the def2-TZVPD basis set
Br 0.298 2.827 -5.082
Br -3.098 2.531 -3.847
Cl -5.323 4.680 -0.154
F 3.030 -4.326 -4.450
F 2.870 -6.616 -4.466
F 2.635 -0.136 0.151
F 2.250 1.024 -1.660
F 3.841 1.543 -0.368
O 0.379 -5.313 -1.157
O -1.679 1.704 3.531
O -2.583 -0.414 3.157
O -0.432 1.179 -0.948
O 3.562 -5.528 -2.477
O 1.415 3.237 -0.326
O -4.575 3.951 2.156
O 3.141 -5.506 -0.274
O 1.308 -5.366 -3.196
N -2.649 2.216 0.644
N 3.198 -2.661 3.875
C -2.181 2.753 -0.691
C 2.565 1.066 -0.378
C -4.645 3.568 1.079
C -4.147 2.173 0.630
C -0.310 -0.812 0.361
C 1.582 -3.659 2.222
C -0.538 0.729 0.436
C 0.656 -2.958 1.198
C -0.612 4.491 -2.996
C -0.254 3.005 -3.176
C 2.774 -5.479 -1.422
C 2.958 -2.982 2.425
C -1.982 0.923 1.039
C 1.343 -5.378 -1.879
C 1.732 2.079 0.437
C -1.417 2.001 -2.989
C -1.653 1.554 -1.508
C 0.522 1.532 1.228
C 0.274 -1.503 1.611
B -2.086 0.762 2.639
B 2.709 -5.462 -3.696
H 1.118 -3.822 3.209
H -1.305 4.766 -3.806
H 1.195 -2.917 0.237
H -1.700 1.279 4.408
H 0.909 1.025 2.122
H -0.228 -3.600 1.057
H 0.017 2.440 1.618
H 2.699 -1.791 4.067
H -0.444 -1.613 2.445
H 2.137 3.874 -0.234
H 0.617 2.668 -2.605
H -1.024 4.751 -2.011
H 4.186 -2.407 3.917
H 3.796 -3.624 2.115
H 0.391 -0.987 -0.471
H 1.794 -4.664 1.818
H -2.391 2.929 1.339
H 2.433 2.450 1.207
H -1.110 1.077 -3.503
H -2.920 3.379 -1.204
H -4.589 1.348 1.204
H -2.961 -0.958 2.450
H -2.598 0.116 0.607
H -4.499 2.052 -0.408
H -1.317 3.399 -0.459
H 0.275 5.126 -3.154
H 3.062 -2.033 1.864
H -2.383 0.725 -1.602
H 1.189 -1.052 2.019
H -1.228 -1.361 0.075
```

Output
gap between HOMO and LUMO: 6.50 eV
net charge: 0
F_max: 3.881 eV Å⁻¹
highest occupied orbital energy: -8.403 eV
LUMO level: -1.90 eV



Entry 2:
Here is a cluster of 5 separate species, C19H30F4N3O15S in total at a distorted geometry from the Open Molecules 2025 dataset. Energies are from ωB97M-V with the def2-TZVPD basis set.

Structure (XYZ):
```
72
C19H30F4N3O15S ωB97M-V with the def2-TZVPD basis set
S 4.351 -0.224 1.561
F -0.645 2.215 -1.403
F 4.331 -8.828 6.171
F -5.087 7.600 -0.812
F -4.989 1.203 -2.594
O -3.721 5.964 1.856
O -0.886 2.881 -3.527
O -4.225 -1.011 -0.108
O 3.259 -6.984 2.277
O 4.492 0.794 0.369
O 4.089 -8.162 4.046
O -1.991 4.818 -3.156
O -3.478 6.102 -0.388
O 2.985 -6.225 4.417
O -1.972 4.900 0.836
O -3.204 0.512 -1.431
O -2.029 -0.484 0.254
O 0.796 -0.443 -5.033
O -1.717 4.060 -5.296
O 5.707 -0.166 2.322
N 1.416 -2.053 1.128
N 2.861 -3.540 2.468
N 3.968 -1.784 0.876
C -4.697 6.868 1.378
C 0.116 -0.789 -3.766
C -1.712 4.241 -1.896
C -5.209 -0.464 -0.963
C -4.788 6.513 -0.067
C -3.065 -0.337 -0.374
C 1.123 -0.970 0.113
C -4.393 0.108 -2.072
C 1.209 -1.014 -2.530
C -2.970 5.598 0.772
C 3.263 -6.803 5.677
C 3.428 -7.115 3.478
C -0.602 3.298 -2.211
C 1.197 0.984 -4.972
C 0.302 -1.478 -1.219
C 2.707 -2.390 1.452
C 3.047 0.488 2.702
C 4.374 -7.746 5.362
C -1.547 3.928 -4.095
H -0.729 -0.920 -1.279
H -4.157 -0.605 -2.869
H 0.395 3.751 -2.175
H 1.752 0.013 -2.374
H 3.425 1.579 3.003
H 2.368 -7.312 6.049
H 3.559 -6.039 6.402
H 0.618 1.597 -5.790
H 0.165 -2.664 -1.181
H -5.900 -1.237 -1.311
H 3.404 -4.265 1.911
H 1.917 -4.012 2.603
H 0.598 -2.568 1.574
H 0.983 1.468 -3.911
H -4.352 7.894 1.542
H 2.053 -0.358 -0.247
H 1.990 0.640 2.220
H 4.777 -2.437 1.097
H -0.618 0.060 -3.397
H -5.779 0.298 -0.420
H 2.346 1.092 -5.176
H -2.608 3.732 -1.525
H -1.417 5.004 -1.171
H 1.993 -1.851 -2.761
H 2.984 -0.101 3.736
H 0.411 -0.186 0.665
H -0.503 -1.782 -3.827
H 5.371 -7.293 5.398
H -5.648 6.731 1.900
H -5.492 5.704 -0.287
```

Output
gap between HOMO and LUMO: 7.12 eV
net charge: +1
F_max: 9.948 eV Å⁻¹
highest occupied orbital energy: -11.523 eV
LUMO level: -4.40 eV



Entry 3:
Here is a structure of composition C19H30GaN5OSeTe from the Open Molecules 2025 dataset. Energies are from ωB97M-V with the def2-TZVPD basis set.

Structure (XYZ):
```
58
C19H30GaN5OSeTe ωB97M-V with the def2-TZVPD basis set
Te 1.252 -1.826 1.187
Se -2.057 0.751 1.913
Ga -0.282 0.022 0.402
O -1.209 -0.269 -1.318
N -2.025 -1.732 3.402
N -3.692 -1.630 2.032
N 1.765 3.881 -0.883
N -2.317 -1.154 -3.017
N 0.585 1.730 -0.205
C 3.174 -1.555 -2.740
C -1.822 -1.261 -1.796
C 1.578 2.132 0.848
C -0.411 2.835 -0.372
C 1.312 1.536 -1.509
C 1.964 2.879 -1.922
C -2.595 -0.979 2.456
C -0.861 -1.375 4.218
C -2.751 -2.891 3.565
C -3.800 -2.824 2.714
C 2.327 3.403 0.373
C 3.792 -0.815 -0.129
C 2.602 -1.478 -0.409
C 0.343 4.144 -0.727
C 4.357 -0.878 -2.470
C -2.025 -2.554 -1.074
C -4.682 -1.127 1.077
C 2.297 -1.865 -1.709
C 4.670 -0.520 -1.165
H -2.156 -0.315 -3.554
H 3.385 3.190 0.220
H -0.330 -0.551 3.747
H -5.421 -0.518 1.592
H -0.042 4.568 -1.653
H 5.602 -0.015 -0.948
H 2.254 4.191 1.121
H -1.111 2.531 -1.149
H 2.250 1.289 1.010
H -1.193 -1.068 5.207
H -1.877 -2.442 -0.004
H 5.044 -0.648 -3.274
H -3.013 -2.961 -1.284
H 2.051 0.756 -1.359
H 1.532 3.253 -2.850
H -5.176 -1.976 0.611
H -4.187 -0.521 0.323
H -0.967 2.937 0.561
H 0.588 1.187 -2.243
H -0.206 -2.240 4.297
H -1.282 -3.272 -1.429
H 1.386 -2.413 -1.918
H 1.023 2.304 1.772
H -4.615 -3.507 2.549
H 4.041 -0.536 0.886
H -2.780 -1.927 -3.467
H 2.943 -1.859 -3.753
H 0.208 4.888 0.058
H -2.471 -3.646 4.278
H 3.033 2.744 -2.087
```

Output
gap between HOMO and LUMO: 8.73 eV
net charge: +2
F_max: 0.310 eV Å⁻¹
highest occupied orbital energy: -13.875 eV
energy above the lowest of the compared OMol25 structures with the same formula, charge and spin: 12.4 kJ/mol
LUMO level: -5.14 eV



Entry 4:
Here is a structure of composition C19H30MnN6O3PSbSe4Te at a distorted geometry from the Open Molecules 2025 dataset. Energies are from ωB97M-V with the def2-TZVPD basis set.

Structure (XYZ):
```
66
C19H30MnN6O3PSbSe4Te ωB97M-V with the def2-TZVPD basis set
Te -0.409 4.074 2.367
Sb 3.156 1.842 2.329
Se 2.503 1.075 -0.143
Se 0.510 1.798 2.255
Se 3.992 4.062 2.130
Se 4.139 0.001 3.481
Mn 0.396 1.149 0.013
P -0.239 4.216 -0.031
O 0.395 3.034 -0.690
O 0.558 5.562 -0.153
O -1.660 4.386 -0.714
N 0.497 -0.992 0.192
N -0.450 -7.058 -0.661
N -0.605 -6.116 0.154
N -1.179 0.985 0.099
N 0.587 -5.522 0.421
N 0.522 -3.147 0.581
C 3.579 -6.833 -1.304
C -2.530 0.721 0.228
C 0.749 -1.930 1.106
C -2.768 -0.761 0.573
C 1.268 -1.720 2.471
C 1.368 6.023 -1.260
C 0.667 -4.415 1.297
C -2.489 5.493 -0.368
C 0.869 -7.159 -1.002
C -3.135 1.602 1.336
C -3.198 1.039 -1.128
C -3.490 5.726 -1.483
C 1.536 -8.024 -1.866
C 2.606 6.672 -0.679
C 2.939 -5.971 -0.440
C 0.110 -1.647 -0.950
C 0.118 -2.984 -0.713
C 1.571 -6.148 -0.301
C 2.892 -7.836 -2.002
H 1.633 -4.405 1.817
H -2.416 -1.395 -0.238
H 1.613 5.175 -1.902
H -4.204 1.426 1.398
H 1.000 -8.800 -2.389
H -3.001 5.258 0.575
H -3.000 2.068 -1.431
H -1.861 6.373 -0.207
H 2.320 7.452 0.022
H 3.475 -5.201 0.091
H -4.271 0.889 -1.043
H -0.139 -1.122 -1.856
H -4.128 4.856 -1.610
H -2.243 -1.034 1.489
H -0.124 -3.800 -1.359
H 1.041 -0.703 2.820
H 4.645 -6.736 -1.446
H -2.968 2.659 1.111
H 3.220 5.942 -0.149
H 0.763 6.734 -1.831
H -2.813 0.369 -1.895
H -2.971 5.912 -2.422
H -4.104 6.589 -1.234
H 2.361 -1.849 2.489
H -2.684 1.362 2.303
H 3.451 -8.475 -2.667
H 3.190 7.119 -1.478
H 0.827 -2.426 3.172
H -0.155 -4.511 2.021
H -3.832 -0.924 0.706
```

Output
gap between HOMO and LUMO (spin up / spin down): 5.63 / 5.67 eV
net charge: +1
F_max: 3.556 eV Å⁻¹
highest occupied orbital energy (spin up / spin down): -10.540 / -10.547 eV
LUMO level (spin up / spin down): -4.91 / -4.88 eV



Entry 5:
Here is an isolated molecule of C19H30N2O2 from the Open Molecules 2025 dataset. Energies are from ωB97M-V with the def2-TZVPD basis set.

Structure (XYZ):
```
53
C19H30N2O2 ωB97M-V with the def2-TZVPD basis set
O -5.542 -1.538 -0.028
O -0.568 2.918 1.204
N 2.994 0.056 -0.188
N 0.257 0.911 -0.532
C 2.639 0.969 -1.257
C -6.527 -0.731 0.586
C -4.348 -0.994 -0.390
C -3.412 -1.893 -0.903
C -4.010 0.354 -0.313
C 1.908 -0.885 0.017
C -6.222 -0.439 2.052
C 4.755 -1.319 0.811
C 1.385 1.772 -0.878
C 1.692 2.749 0.266
C -1.830 -0.111 -1.246
C 5.957 -2.208 0.719
C 0.486 3.627 0.610
C 0.646 -0.119 0.421
C 4.603 -2.803 0.951
C 4.267 -0.600 -0.425
C -0.475 0.383 -1.680
C -2.173 -1.455 -1.320
C -2.765 0.780 -0.740
H 4.145 -3.348 0.138
H 2.012 2.197 1.148
H -1.463 -2.170 -1.712
H 1.086 2.366 -1.751
H -4.702 1.085 0.071
H -7.033 0.139 2.487
H -2.520 1.829 -0.674
H -7.445 -1.321 0.509
H 0.828 0.364 1.384
H 6.411 -2.344 -0.251
H 4.646 -0.721 1.708
H 4.379 -3.213 1.925
H 0.064 -0.427 -2.195
H 2.455 0.427 -2.206
H -3.684 -2.935 -0.962
H 6.667 -2.205 1.532
H 3.470 1.659 -1.422
H 4.215 -1.307 -1.273
H -0.606 1.203 -2.393
H -0.687 2.111 0.671
H -6.120 -1.373 2.599
H -5.295 0.120 2.153
H 0.779 4.398 1.329
H 0.136 4.131 -0.307
H 2.515 3.395 -0.045
H 1.719 -1.482 -0.896
H 4.988 0.183 -0.687
H -0.191 -0.810 0.539
H -6.671 0.200 0.024
H 2.181 -1.571 0.819
```

Output
gap between HOMO and LUMO: 9.14 eV
net charge: 0
F_max: 0.602 eV Å⁻¹
highest occupied orbital energy: -8.271 eV
SMILES: CCOc1ccc(CN2CCN(CC3CC3)C[C@@H]2CCO)cc1
energy above the lowest of the compared OMol25 structures with the same formula, charge and spin: 260.2 kJ/mol
LUMO level: 0.87 eV



Entry 6:
Here is an isolated molecule of C19H30N2O2 at a distorted geometry from the Open Molecules 2025 dataset. Energies are from ωB97M-V with the def2-TZVPD basis set.

Structure (XYZ):
```
53
C19H30N2O2 ωB97M-V with the def2-TZVPD basis set
O 1.362 1.192 3.023
O -3.972 0.446 1.996
N -0.668 0.767 0.703
N 1.057 -1.648 -3.306
C 1.084 -0.424 -2.523
C 2.353 -0.456 1.914
C -2.884 1.148 1.602
C -2.090 0.640 0.443
C 0.678 -1.479 -4.693
C -5.745 0.531 3.672
C -0.229 -0.151 1.747
C -2.723 2.242 2.397
C 0.122 -0.523 -1.336
C 3.173 2.352 4.173
C -4.518 1.097 3.050
C 3.343 0.274 2.618
C 0.153 0.758 -0.492
C 2.182 -2.529 -3.082
C 1.161 0.144 2.195
C 3.511 -2.091 -3.712
C 2.686 1.270 3.276
C -3.783 2.208 3.337
C -0.816 -1.193 -4.822
H -1.073 -0.245 -4.358
H 3.798 -1.102 -3.361
H 2.909 3.328 3.768
H 0.798 0.427 -3.148
H 4.397 0.082 2.630
H -6.553 0.480 2.943
H -6.055 1.157 4.503
H 3.431 -2.061 -4.796
H -0.885 -0.706 -1.712
H -1.383 -1.981 -4.333
H -0.169 1.603 -1.108
H -1.099 -1.152 -5.871
H 1.246 -0.672 -5.189
H 2.510 -1.312 1.289
H -2.403 -0.400 0.245
H -0.906 -0.008 2.594
H 1.181 0.951 -0.175
H -0.285 -1.206 1.430
H 4.252 2.286 4.275
H 0.413 -1.379 -0.725
H 1.913 -3.516 -3.472
H -3.972 2.915 4.119
H 4.296 -2.793 -3.443
H 2.092 -0.219 -2.141
H -5.558 -0.479 4.036
H 2.310 -2.625 -2.001
H 2.715 2.264 5.158
H -1.940 2.968 2.323
H 0.900 -2.414 -5.215
H -2.319 1.238 -0.446
```

Output
gap between HOMO and LUMO: 8.81 eV
net charge: 0
F_max: 1.021 eV Å⁻¹
highest occupied orbital energy: -7.906 eV
SMILES: CCN(CC)CCCN(Cc1ccc(C)o1)Cc1ccc(C)o1
energy above the lowest of the compared OMol25 structures with the same formula, charge and spin: 276.0 kJ/mol
LUMO level: 0.91 eV



Entry 7:
Here is an isolated molecule of C19H30N2OS from the Open Molecules 2025 dataset. Energies are from ωB97M-V with the def2-TZVPD basis set.

Structure (XYZ):
```
53
C19H30N2OS ωB97M-V with the def2-TZVPD basis set
S 2.778 0.390 -0.348
O 0.439 -3.207 1.905
N -2.589 -0.397 3.415
N -0.587 -1.382 1.069
C 2.656 5.963 -2.733
C 1.158 0.243 0.494
C -0.938 -2.527 -3.131
C 2.126 4.356 -0.879
C -0.523 -2.461 1.890
C -0.466 -2.582 -1.679
C 3.287 2.261 -2.254
C -1.710 -2.698 2.803
C 0.519 -3.732 -1.487
C -4.011 -0.572 3.228
C 2.693 4.595 -2.125
C -1.730 -0.494 1.034
C 0.157 -1.234 -1.297
C 0.538 -1.121 0.182
C -1.923 0.301 2.341
C -1.891 -1.585 3.853
C 2.708 2.035 -1.011
C 3.280 3.530 -2.799
C 2.140 3.093 -0.316
H 3.490 6.107 -3.414
H -0.095 -2.351 -3.794
H 3.732 3.695 -3.766
H -4.435 -0.971 4.148
H 1.325 0.342 1.568
H -1.407 -3.466 -3.415
H 1.732 6.096 -3.298
H -2.622 -2.817 2.216
H -1.514 -3.640 3.317
H 1.678 5.172 -0.331
H 1.439 -3.539 -2.034
H -0.540 -0.433 -1.561
H 0.759 -3.872 -0.437
H 0.535 1.061 0.137
H -1.662 -1.727 -3.276
H -1.337 -2.760 -1.038
H -2.505 1.201 2.123
H -0.905 -1.278 4.216
H -0.940 0.612 2.708
H 2.691 6.731 -1.963
H 1.064 -1.083 -1.884
H -2.641 -1.059 0.810
H 1.277 -1.892 0.422
H -1.579 0.210 0.217
H 1.721 2.942 0.668
H 3.741 1.437 -2.782
H -4.460 0.403 3.038
H 0.087 -4.659 -1.858
H -4.291 -1.244 2.404
H -2.447 -1.990 4.703
```

Output
gap between HOMO and LUMO: 8.78 eV
net charge: 0
F_max: 0.461 eV Å⁻¹
highest occupied orbital energy: -8.097 eV
SMILES: Cc1ccc(SC[C@H](CC(C)C)N2CCN(C)CCC2=O)cc1
energy above the lowest of the compared OMol25 structures with the same formula, charge and spin: 46.2 kJ/mol
LUMO level: 0.69 eV



Entry 8:
Here is an isolated molecule of C19H30N4O4S from the Open Molecules 2025 dataset. Energies are from ωB97M-V with the def2-TZVPD basis set.

Structure (XYZ):
```
58
C19H30N4O4S ωB97M-V with the def2-TZVPD basis set
S -1.910 -0.559 -3.272
O -4.020 -2.888 -0.136
O -2.034 0.117 -4.536
O -1.315 0.127 -2.151
O 3.841 2.033 1.758
N 0.765 -2.008 0.158
N 2.628 0.668 0.421
N -1.787 -2.762 -0.424
N 1.977 3.873 2.036
C -1.459 -2.694 0.985
C 0.969 5.965 2.929
C 3.185 -1.692 0.940
C -3.054 -2.810 -0.876
C 3.674 -0.338 0.428
C -3.261 -2.690 -2.386
C -0.221 3.928 1.815
C 1.437 0.354 -0.343
C -2.136 -3.220 -3.299
C 0.263 2.709 1.280
C 2.176 -2.376 0.010
C 0.876 4.629 2.276
C -3.506 -1.234 -2.794
C 0.493 -0.587 0.397
C -1.071 -2.138 -3.496
C 1.638 2.697 1.422
C -1.655 4.356 1.878
C 0.056 -2.836 1.126
C 2.775 1.774 1.202
H -0.364 1.941 0.860
H 0.327 -3.877 0.939
H -2.579 -3.460 -4.266
H -3.920 -0.613 -2.002
H -1.962 -3.496 1.523
H 1.404 5.893 3.928
H 2.486 -2.188 -1.024
H -1.817 -1.753 1.411
H 1.583 6.655 2.345
H -4.130 -1.168 -3.683
H -2.120 4.089 2.830
H -4.173 -3.256 -2.566
H -1.760 5.434 1.751
H 0.555 -0.347 1.471
H -0.266 -2.166 -2.761
H 4.058 -0.460 -0.593
H 2.228 -3.457 0.144
H -2.232 3.878 1.087
H 2.930 4.072 2.295
H 0.335 -2.600 2.165
H 1.744 -0.091 -1.294
H -0.635 -2.133 -4.492
H -0.021 6.404 3.031
H 4.059 -2.342 1.031
H -0.528 -0.381 0.076
H 0.924 1.273 -0.601
H -1.701 -4.137 -2.905
H 4.483 0.042 1.045
H 2.772 -1.581 1.947
H -1.007 -2.574 -1.037
```

Output
gap between HOMO and LUMO: 8.41 eV
net charge: 0
F_max: 0.295 eV Å⁻¹
highest occupied orbital energy: -7.948 eV
SMILES: Cc1cc(C(=O)N2CCCN(CCNC(=O)[C@@H]3CCS(=O)(=O)C3)CC2)[nH]c1C
energy above the lowest of the compared OMol25 structures with the same formula, charge and spin: 74.0 kJ/mol
LUMO level: 0.46 eV